DFT (the ωB97M-V functional and the def2-TZVPD basis) results for an isolated ion of composition C8H12N5 and charge +1.

Structure (XYZ):
```
25
Properties=species:S:1:pos:R:3:nbo_charge:R:1
H 1.05830 1.61087 -1.40434 0.419
N -3.57296 1.38060 0.51923 -0.826
H 0.72229 -2.16195 1.54416 0.232
C -0.44611 -1.14550 -0.34280 -0.166
H 3.93295 0.89333 0.10407 0.257
C 0.67367 -2.17289 -0.65578 -0.414
C -2.48792 0.61547 0.07644 0.570
H 2.99672 2.00580 1.41800 0.269
C 1.93211 0.65167 0.13234 0.548
H 1.16557 -1.89585 -1.50174 0.244
C -0.36726 0.24748 -0.90515 0.074
H -1.87637 -2.47895 0.60025 0.220
H 3.02574 2.37168 -0.23609 0.220
H -3.43157 -1.07276 0.82477 0.421
C 3.14343 1.55870 0.35426 -0.639
H -3.51216 2.39892 0.35027 0.413
N 0.93427 0.93721 -0.69159 -0.563
N -1.45101 1.13526 -0.43976 -0.464
C 1.08137 -1.52574 0.62048 0.200
N -2.71257 -0.79377 0.18128 -0.551
C -1.64561 -1.58216 0.19191 0.188
N 1.86504 -0.45660 0.80904 -0.532
H -3.84747 1.38366 1.47656 0.398
H -0.66307 0.35033 -2.02576 0.222
H 0.48055 -3.26803 -0.44038 0.260
```

Output
LUMO in eV: -4.1037
Relative energy (zero: lowest compared OMol25 entry of this formula, charge and spin) in kcal per mole: 43.1
Frontier orbital gap in eV: 8.24
Total charge: +1
Total energy in eV: -15932.55458
SMILES string: CC1=N[C@@H]2C[C@@]23C=[NH+]C(N)=N[C@H]3N1